# 1
DFT (ωB97M-V with the def2-TZVPD basis set) results for a molecular structure, C17H14ClDyNO4 at a distorted geometry.

CARTESIAN COORDINATES (ANGSTROEM)
C (2.76183, -1.79956, -1.94212)
C (3.07119, -0.58513, -2.65061)
C (1.96616, -0.25140, -3.48290)
H (4.04419, -0.07753, -2.63352)
C (0.91750, -1.17458, -3.23579)
C (1.37946, -2.14845, -2.28077)
H (0.90048, -3.10076, -2.02186)
H (3.42453, -2.38558, -1.28125)
H (1.95453, 0.54679, -4.23503)
H (-0.04200, -1.21660, -3.76406)
Dy (1.33901, -0.89267, -0.22366)
Cl (2.77995, 0.85594, 0.64869)
C (-0.25064, 3.54112, -1.31069)
C (-0.92998, 2.96640, -2.42170)
C (0.03830, 2.69807, -3.45113)
H (-1.98446, 2.71612, -2.47344)
C (1.27760, 3.25103, -3.02208)
C (1.10523, 3.75693, -1.69941)
H (1.89412, 4.14035, -1.06859)
H (-0.67781, 3.73955, -0.33596)
H (-0.18558, 2.31800, -4.43915)
H (2.20564, 3.26315, -3.60090)
O (-0.72156, -1.99656, -0.20052)
C (-1.08074, -0.91281, 0.41350)
O (-0.64459, 0.22849, -0.01735)
C (-1.65235, -1.01920, 1.79851)
C (-1.21402, -0.04801, 2.71850)
C (-1.41435, -0.22784, 4.07556)
C (-2.00665, -1.42320, 4.51983)
C (-2.41117, -2.42630, 3.61323)
C (-2.18685, -2.24144, 2.25848)
N (-2.12935, -1.64691, 5.93437)
O (-1.72379, -0.77306, 6.73673)
O (-2.63228, -2.71087, 6.36185)
H (-0.71539, 0.84884, 2.35183)
H (-1.12272, 0.53193, 4.79106)
H (-2.90230, -3.30777, 4.01295)
H (-2.43116, -3.03648, 1.55738)

ΔE to the lowest compared entry with this formula, charge and spin in kcal/mol: 56.3
HOMO-LUMO gap (spin up / spin down) in eV: 2.62 / 2.63
Charge: -1
LUMO (spin up / spin down) in Ha: 0.00847 / 0.00852
Multiplicity: 6
HOMO energy (spin up / spin down) in Ha: -0.088 / -0.088

Atom charges from the Mulliken analysis, given in e for atoms 1 to 8:
1. C -0.460
2. C -0.525
3. C -0.235
4. H 0.389
5. C -0.585
6. C -0.703
7. H 0.501
8. H 0.545

# 2
DFT (ωB97M-V with the def2-TZVPD basis set) results for 2 unconnected molecules or ions with the total composition ClH2NO2S at a distorted geometry.

CARTESIAN COORDINATES (ANGSTROEM)
N (-1.17006, 0.05555, -0.24412)
O (0.33441, -0.72013, 0.63842)
O (-0.99528, 1.11053, -0.92124)
S (1.68229, -0.76671, -0.06232)
Cl (2.82058, 0.84796, 0.59052)
H (-1.53317, 0.29069, 0.67149)
H (-1.13877, -0.81789, -0.67276)

ΔE to the lowest compared entry with this formula, charge and spin in kcal/mol: 82.2
HOMO-LUMO gap (spin up / spin down) in eV: 8.66 / 7.28
LUMO (spin up / spin down) in Ha: -0.00381 / -0.04061
HOMO energy (spin up / spin down) in Ha: -0.322 / -0.308

Need the Mulliken charges? In units of e they are:
1. N 0.037
2. O -0.412
3. O -0.375
4. S 0.308
5. Cl -0.166
6. H 0.296
7. H 0.312

# 3
DFT (ωB97M-V with the def2-TZVPD basis set) results for 12 unconnected molecules or ions with the total composition C50H88ClN7O28 at a distorted geometry.

CARTESIAN COORDINATES (ANGSTROEM)
C (-0.84875, 0.27325, -1.23162)
N (0.60364, 0.18709, -0.77759)
C (0.68126, -1.07059, 0.22446)
C (1.48946, -0.18984, -1.92195)
C (0.95821, 1.51303, -0.04240)
C (0.11862, 1.89316, 1.22069)
O (-1.24260, 2.11308, 0.89683)
H (-1.57773, 0.13939, -0.43238)
H (-1.08136, -0.56213, -1.89204)
H (-1.03830, 1.12912, -1.87943)
H (1.67044, -1.28733, 0.62775)
H (0.28125, -1.95222, -0.27635)
H (0.03815, -0.85017, 1.07647)
H (1.28575, 0.50032, -2.74066)
H (1.24736, -1.16083, -2.35402)
H (2.54592, -0.19562, -1.65371)
H (0.84192, 2.33810, -0.74515)
H (2.02375, 1.42062, 0.16784)
H (0.52185, 2.72675, 1.79569)
H (0.16205, 1.14547, 2.01263)
H (-1.35977, 3.06154, 0.80578)
Cl (4.10925, 0.27686, 3.47260)
O (3.37196, 1.04311, 4.42216)
O (3.72873, -1.11162, 3.54580)
O (3.79039, 0.68310, 2.13570)
O (5.46956, 0.34559, 3.73938)
C (1.85588, -5.26978, -2.34099)
N (1.45994, -4.04638, -3.08018)
O (2.28285, -3.47172, -3.78221)
O (0.32559, -3.75200, -2.91839)
H (2.78612, -4.95908, -1.86539)
H (1.95594, -6.04508, -3.10061)
H (1.08690, -5.47513, -1.59628)
C (6.46931, -1.48895, 0.07664)
C (5.38104, -1.53409, -0.93917)
C (5.58124, -2.87940, -1.74611)
O (6.74244, -2.83775, -2.58410)
C (6.66885, -3.58618, -3.84770)
N (4.08058, -1.53735, -0.25712)
H (7.49236, -1.41252, -0.29165)
H (6.52947, -2.41477, 0.64877)
H (6.42098, -0.70248, 0.82980)
H (5.50303, -0.61658, -1.51484)
H (4.73753, -2.95019, -2.43258)
H (5.58703, -3.85518, -1.26040)
H (6.49934, -2.98717, -4.74243)
H (6.12138, -4.52762, -3.89320)
H (7.68557, -3.87305, -4.11618)
H (4.06638, -0.70936, 0.32109)
H (4.02171, -2.29256, 0.41092)
C (-4.19119, 4.66122, -0.26745)
C (-3.83168, 4.38781, 1.20264)
C (-2.53211, 4.98956, 1.72612)
O (-1.37282, 4.68786, 0.97676)
C (-0.29100, 5.57052, 1.42089)
N (-4.97740, 4.79072, 2.06685)
H (-3.96309, 5.71738, -0.41096)
H (-5.14358, 4.28917, -0.64512)
H (-3.46334, 4.17958, -0.92043)
H (-3.67511, 3.31056, 1.14659)
H (-2.48392, 4.72448, 2.78229)
H (-2.75517, 6.05267, 1.63584)
H (-0.01760, 5.26824, 2.43183)
H (-0.48452, 6.62511, 1.22476)
H (0.55424, 5.40218, 0.75357)
H (-4.72868, 4.79179, 3.04575)
H (-5.05079, 5.77708, 1.86237)
C (-0.50087, -1.17762, -5.43998)
C (0.31868, -0.22792, -6.17462)
C (1.85713, -0.54122, -6.10303)
O (2.32315, -0.14046, -4.85024)
C (3.67793, -0.55578, -4.63167)
N (-0.28754, -0.19398, -7.52501)
H (-0.67159, -2.15248, -5.89673)
H (-1.46661, -0.69982, -5.27522)
H (-0.13716, -1.24721, -4.41481)
H (0.16481, 0.74433, -5.70649)
H (2.33492, -0.01555, -6.92976)
H (1.93572, -1.62477, -6.19173)
H (3.87455, -1.58478, -4.93265)
H (3.87677, -0.40127, -3.57115)
H (4.32597, 0.08680, -5.22769)
H (0.30200, 0.40894, -8.08091)
H (-0.07555, -1.08700, -7.94656)
C (-1.21486, 5.81763, -2.50580)
C (-1.35507, 5.09703, -3.78115)
C (-0.90144, 3.59982, -3.50602)
O (0.37813, 3.38569, -2.90272)
C (1.48702, 3.43903, -3.76719)
N (-2.58858, 5.07426, -4.49414)
H (-1.47342, 6.84804, -2.74976)
H (-0.23551, 5.81739, -2.02731)
H (-1.86731, 5.44397, -1.71663)
H (-0.49792, 5.52631, -4.29990)
H (-0.99157, 3.00348, -4.41396)
H (-1.47343, 3.07288, -2.74231)
H (2.48692, 3.25368, -3.37484)
H (1.63962, 4.44430, -4.15991)
H (1.43253, 2.82261, -4.66449)
H (-2.72606, 4.22889, -5.02944)
H (-3.35920, 5.08444, -3.84135)
C (-1.38886, 2.46383, 4.41717)
C (-0.35954, 3.43680, 5.09346)
C (0.29504, 3.04910, 6.42315)
O (0.67976, 4.20772, 7.05324)
C (1.24931, 3.92135, 8.35760)
N (0.73216, 3.64084, 4.22552)
H (-0.97414, 1.58167, 3.92941)
H (-1.89960, 2.95658, 3.58987)
H (-2.20846, 2.05442, 5.00771)
H (-0.87083, 4.39927, 5.11175)
H (1.14519, 2.36861, 6.37535)
H (-0.46047, 2.51126, 6.99590)
H (2.33365, 4.03162, 8.34559)
H (1.32397, 2.83554, 8.41722)
H (0.72991, 4.31039, 9.23337)
H (1.01757, 2.74007, 3.86882)
H (1.49859, 3.95824, 4.80166)
C (0.78861, -2.34259, 5.61567)
C (0.22592, -1.86446, 4.46564)
C (-1.18627, -2.12185, 4.17145)
O (-1.87315, -1.65890, 3.27765)
C (-1.90815, -2.91696, 5.14845)
C (-1.28960, -3.21055, 6.41042)
C (0.19734, -3.08071, 6.65755)
O (0.87749, -3.54933, 7.57365)
O (-2.09725, -3.79509, 7.40061)
O (0.87360, -1.42113, 3.36595)
H (1.84685, -2.18538, 5.76336)
H (-2.94129, -3.14077, 4.92724)
H (-1.54572, -4.46432, 7.81237)
H (1.81720, -1.55030, 3.48651)
C (1.95764, -4.26674, 0.95196)
C (3.14128, -4.52330, 1.54089)
C (3.25838, -5.21277, 2.78367)
O (4.26569, -5.55555, 3.34442)
C (1.98214, -5.29685, 3.55182)
C (0.76124, -5.09332, 2.96844)
C (0.62969, -4.50657, 1.58201)
O (-0.49265, -4.29154, 1.11486)
O (-0.35502, -5.23583, 3.73500)
O (4.34716, -4.22782, 0.99233)
H (1.99197, -3.76047, -0.00141)
H (1.93327, -5.71267, 4.54737)
H (-1.12270, -5.19492, 3.16001)
H (4.92455, -4.54388, 1.69116)
C (-2.92132, -4.03480, -2.94370)
C (-3.18311, -2.75191, -2.70180)
C (-3.59234, -1.80073, -3.73536)
O (-3.95099, -0.67347, -3.52648)
C (-3.65403, -2.41986, -5.04622)
C (-3.34832, -3.70280, -5.32918)
C (-2.92124, -4.71140, -4.28353)
O (-2.61096, -5.87331, -4.45281)
O (-3.58474, -4.27956, -6.53906)
O (-3.20496, -2.29555, -1.42215)
H (-2.73412, -4.65737, -2.08128)
H (-3.98274, -1.79559, -5.86392)
H (-3.70889, -5.23121, -6.51546)
H (-3.21999, -3.01498, -0.78670)
C (-5.77169, 1.25664, 2.48344)
C (-4.65513, 0.48033, 2.25540)
C (-4.32076, -0.25201, 1.04289)
O (-3.34074, -0.90596, 0.84095)
C (-5.42248, -0.09623, 0.09164)
C (-6.54651, 0.60572, 0.32863)
C (-6.76578, 1.52615, 1.49711)
O (-7.78270, 2.23292, 1.68334)
O (-7.58864, 0.67153, -0.51181)
O (-3.76403, 0.24738, 3.29380)
H (-5.89149, 1.63813, 3.48669)
H (-5.35376, -0.71886, -0.78814)
H (-8.24001, 1.24482, -0.10112)
H (-3.10685, -0.39126, 3.00771)

ΔE to the lowest compared entry with this formula, charge and spin in kcal/mol: 13.7
HOMO-LUMO gap in eV: 6.51
LUMO in Ha: -0.08562
HOMO energy in Ha: -0.325

Atom charges from the Mulliken analysis, given in e for atoms 1 to 8:
1. C 0.133
2. N 1.925
3. C 0.374
4. C -0.908
5. C -0.432
6. C 0.140
7. O 1.372
8. H 0.100

no.,calculated total energy (hartree)
1,-2357.12115
2,-1064.66142
3,-4907.45465